Record 1
A structure of composition C47H38BrIrN4O4PS2, computed with ωB97M-V/def2-TZVPD.

Output
2S+1: 1
Charge: +1
LUMO level, eV: -3.42
Relative energy (zero: lowest compared OMol25 entry of this formula, charge and spin), kJ/mol: 91.7
Molar mass, Da: 1090.07
Kohn-Sham gap, eV: 6.23

CARTESIAN COORDINATES (ANGSTROEM)
Ir 0.906 1.224 -0.384
Br -4.822 5.687 -1.904
C -3.211 4.708 -1.805
C -2.316 4.731 -2.885
C -1.161 3.998 -2.837
C -0.830 3.201 -1.721
O 0.290 2.517 -1.804
C -1.723 3.212 -0.616
C -1.491 2.571 0.639
N -0.455 1.864 0.947
C -0.145 1.491 2.285
C -0.776 1.941 3.410
C -0.345 1.522 4.686
C 0.724 0.688 4.829
C 1.419 0.235 3.685
C 2.490 -0.674 3.745
C 3.056 -1.129 2.584
C 2.585 -0.643 1.362
N 1.598 0.230 1.272
C 0.974 0.644 2.418
C -2.912 3.978 -0.694
H -2.547 5.325 -3.759
H -0.470 3.998 -3.670
H -2.222 2.767 1.419
H -1.620 2.614 3.346
H -0.884 1.869 5.556
H 1.036 0.335 5.802
H 2.820 -1.041 4.707
H 3.851 -1.861 2.591
H 3.036 -0.957 0.429
H -3.592 3.970 0.149
C 5.068 3.638 -0.198
C 3.711 3.101 -0.658
C 2.687 3.363 0.441
C 3.853 1.610 -0.961
C 4.879 1.286 -2.055
O 4.162 0.457 -2.995
C 2.909 0.334 -2.567
N 2.624 0.960 -1.486
C 2.055 -0.560 -3.354
C 2.596 -1.050 -4.547
C 1.915 -1.986 -5.300
C 0.696 -2.469 -4.849
C 0.157 -1.988 -3.669
C 0.807 -1.012 -2.915
P -0.169 -0.419 -1.479
C -1.633 0.265 -2.290
C -1.607 0.646 -3.632
C -2.736 1.188 -4.221
C -3.898 1.362 -3.480
C -3.924 1.000 -2.142
C -2.794 0.461 -1.545
C -0.627 -1.984 -0.715
C -1.899 -2.532 -0.887
C -2.163 -3.815 -0.439
C -1.162 -4.566 0.161
C 0.110 -4.038 0.309
C 0.373 -2.748 -0.119
H 4.996 4.700 0.034
H 5.843 3.522 -0.955
H 5.398 3.123 0.708
H 3.411 3.618 -1.576
H 2.925 2.806 1.350
H 1.647 3.167 0.128
H 2.664 4.422 0.704
H 4.121 1.120 -0.019
H 5.728 0.709 -1.699
H 5.230 2.168 -2.587
H 3.564 -0.698 -4.869
H 2.343 -2.351 -6.224
H 0.161 -3.220 -5.414
H -0.798 -2.372 -3.334
H -0.708 0.534 -4.224
H -2.707 1.479 -5.263
H -4.780 1.784 -3.944
H -4.823 1.139 -1.555
H -2.819 0.174 -0.499
H -2.688 -1.968 -1.360
H -3.157 -4.225 -0.557
H -1.376 -5.567 0.515
H 0.889 -4.608 0.792
H 1.371 -2.352 0.007
O 0.888 -3.907 3.122
S 0.006 -3.008 3.826
O 0.517 -2.456 5.059
N -0.492 -1.803 2.839
C -1.801 -1.789 2.698
S -2.671 -0.634 1.838
C -2.491 -2.932 3.391
C -3.837 -3.252 3.404
C -4.236 -4.377 4.115
C -3.313 -5.161 4.802
C -1.961 -4.839 4.793
C -1.587 -3.721 4.077
H -4.542 -2.630 2.870
H -5.284 -4.649 4.140
H -3.652 -6.029 5.352
H -1.234 -5.437 5.326

Charges computed using Löwdin, reported in e: 1.22 0.77 -0.70 -0.09 0.00 -0.33 -0.24 -0.14 -0.06 -0.08 -0.23 0.00 -0.03 0.00 -0.17 0.02 -0.01 -0.13 -0.05 -0.19 -0.08 0.11 0.13 0.13 0.12 0.12 0.13 0.13 0.12 0.11 0.12 -0.05 -0.37 -0.06 -0.26 -0.04 0.04 -0.29 -0.01 -0.11 0.01 -0.03 -0.03 -0.06 -0.25 1.04 -0.34 -0.08 -0.06 -0.05 -0.05 -0.12 -0.35 -0.11 -0.05 -0.04 -0.07 -0.09 0.09 0.08 0.10 0.16 0.09 0.03 0.10 0.14 0.14 0.13 0.13 0.12 0.12 0.12 0.11 0.11 0.12 0.12 0.01 0.10 0.12 0.12 0.10 0.09 -0.31 0.64 -0.30 -0.08 -0.79 0.68 -0.23 -0.03 -0.06 -0.06 -0.03 -0.23 0.10 0.11 0.11 0.12

=====

Record 2
A cluster of 2 separate species, C3H11N3 in total, computed with ωB97M-V/def2-TZVPD.

Output
2S+1: 1
LUMO level (alpha / beta), eV: 0.38 / 0.38
Relative energy (zero: lowest compared OMol25 entry of this formula, charge and spin), kJ/mol: 591.3
Molar mass, Da: 89.14
Kohn-Sham gap (alpha / beta), eV: 7.73 / 7.73
SMILES string: C=NN.CNC

CARTESIAN COORDINATES (ANGSTROEM)
C -1.741 -0.374 0.540
C 1.133 -0.735 -1.020
C 1.286 0.023 1.441
N -2.302 0.169 -0.504
N 0.615 0.233 0.164
N -1.769 1.203 -1.199
H 0.825 1.182 -0.141
H -1.642 2.179 -0.972
H -0.961 0.916 -1.758
H -2.429 -0.518 1.365
H -1.170 -1.304 0.526
H 0.775 -1.741 -0.816
H 2.226 -0.727 -0.970
H 0.800 -0.392 -1.996
H 0.981 0.792 2.152
H 2.380 0.051 1.371
H 0.993 -0.957 1.820

Charges computed using Löwdin, reported in e: -0.08 -0.04 -0.16 -0.12 -0.20 -0.09 0.09 0.08 0.04 0.04 0.04 0.06 0.06 0.06 0.08 0.07 0.07

=====

Record 3
A structure of composition C36H38BaCl2N7O4P2, computed with ωB97M-V/def2-TZVPD.

Output
2S+1: 1
Charge: -1
LUMO level, eV: 1.36
Relative energy (zero: lowest compared OMol25 entry of this formula, charge and spin), kJ/mol: 102.6
Molar mass, Da: 902.93
Kohn-Sham gap, eV: 5.86

CARTESIAN COORDINATES (ANGSTROEM)
Ba -1.072 2.263 0.647
Cl 5.473 4.872 -1.605
C 3.807 4.361 -1.613
C 3.213 4.028 -0.407
C 1.887 3.611 -0.322
N 1.284 3.263 0.912
C 1.996 3.072 2.024
O 3.220 3.043 2.201
C 1.161 2.875 3.321
C 1.836 3.006 4.533
C 1.134 2.834 5.710
C -0.216 2.521 5.653
C -0.805 2.400 4.406
N -0.140 2.576 3.271
C 1.121 3.571 -1.546
C 1.757 3.892 -2.736
C 3.087 4.274 -2.783
Cl 3.800 4.635 -4.329
N -0.233 3.132 -1.555
C -1.081 3.514 -2.514
O -0.927 4.296 -3.456
C -2.482 2.827 -2.468
C -3.242 2.837 -3.635
C -4.471 2.204 -3.634
C -4.928 1.604 -2.469
C -4.126 1.667 -1.342
N -2.929 2.251 -1.350
H 3.799 4.061 0.496
H 2.892 3.230 4.500
H 1.634 2.939 6.665
H -0.802 2.373 6.548
H -1.855 2.150 4.308
H 1.191 3.860 -3.653
H -2.838 3.342 -4.499
H -5.073 2.181 -4.535
H -5.886 1.104 -2.425
H -4.442 1.233 -0.401
C -2.039 -0.848 -2.662
P -0.643 -0.598 -1.511
C -0.543 -2.348 -0.869
N -1.216 -3.259 -1.509
C -1.154 -4.542 -1.057
C -1.877 -5.554 -1.731
C -1.798 -6.846 -1.299
C -0.997 -7.182 -0.181
C -0.293 -6.219 0.481
C -0.365 -4.875 0.050
N 0.324 -3.910 0.725
C 0.227 -2.682 0.307
P 1.088 -1.351 1.281
C 2.783 -2.054 1.195
C 0.606 -1.735 3.036
C 1.243 -0.607 3.865
C 1.061 -3.072 3.611
C -0.913 -1.615 3.123
C 0.819 -0.514 -2.685
C 0.439 0.456 -3.809
C 1.182 -1.868 -3.291
C 2.015 0.073 -1.945
H -1.861 -1.621 -3.410
H -2.247 0.105 -3.149
H -2.918 -1.133 -2.083
H -2.476 -5.262 -2.583
H -2.349 -7.623 -1.811
H -0.948 -8.211 0.145
H 0.324 -6.442 1.340
H 2.794 -3.117 1.441
H 3.428 -1.516 1.890
H 3.196 -1.921 0.198
H 2.327 -0.709 3.918
H 0.857 -0.646 4.887
H 1.021 0.380 3.461
H 2.148 -3.158 3.618
H 0.656 -3.921 3.065
H 0.727 -3.131 4.650
H -1.277 -0.641 2.790
H -1.229 -1.742 4.162
H -1.414 -2.381 2.528
H -0.284 0.023 -4.500
H 1.340 0.702 -4.375
H 0.040 1.392 -3.421
H 0.322 -2.368 -3.738
H 1.609 -2.543 -2.546
H 1.933 -1.724 -4.072
H 1.805 1.076 -1.576
H 2.859 0.141 -2.635
H 2.323 -0.533 -1.097
O -3.119 2.995 1.833
N -3.523 1.863 2.168
O -2.760 0.915 1.857

Charges computed using Löwdin, reported in e: 1.91 0.62 -0.69 -0.05 -0.22 -0.10 -0.51 -0.02 -0.21 -0.01 -0.07 -0.07 -0.15 -0.01 -0.24 -0.07 -0.69 0.62 -0.14 -0.53 0.00 -0.20 -0.01 -0.07 -0.07 -0.15 -0.02 0.09 0.11 0.10 0.10 0.10 0.10 0.11 0.10 0.10 0.10 -0.29 1.00 -0.39 0.13 -0.21 -0.02 -0.09 -0.09 -0.02 -0.21 0.13 -0.39 1.03 -0.27 -0.73 -0.10 -0.10 -0.10 -0.71 -0.09 -0.09 -0.09 0.04 0.02 0.04 0.11 0.10 0.10 0.11 0.03 0.04 0.02 0.08 0.09 0.05 0.07 0.05 0.08 0.05 0.09 0.08 0.08 0.09 0.06 0.07 0.07 0.08 0.07 0.09 0.03 -0.38 -0.28 -0.42

=====

Record 4
The ion C7H12N3O with charge +1, computed with ωB97M-V/def2-TZVPD.

Output
2S+1: 3
Charge: +1
LUMO level (alpha / beta), eV: -3.28 / -4.93
Relative energy (zero: lowest compared OMol25 entry of this formula, charge and spin), kJ/mol: 171.7
Molar mass, Da: 154.19
Kohn-Sham gap (alpha / beta), eV: 6.87 / 8.00

CARTESIAN COORDINATES (ANGSTROEM)
C -2.534 -1.117 0.088
C 0.624 0.084 0.124
C -0.093 -1.132 0.411
C 2.048 0.023 -0.032
C 2.862 1.208 -0.453
C -5.578 0.549 -0.293
C 3.994 -1.200 -0.015
N -1.381 -1.185 0.323
N -4.233 0.259 0.205
N -3.826 -0.939 0.025
O 2.548 -1.138 0.178
H 0.243 1.105 0.214
H 0.473 -2.131 0.358
H 3.300 1.549 0.475
H 2.302 2.116 -0.832
H 3.574 0.715 -1.042
H -5.529 1.103 -1.177
H -6.221 -0.328 -0.560
H -6.181 0.946 0.571
H 4.351 -1.285 -1.130
H 4.253 -2.162 0.488
H 4.452 -0.480 0.558
H -4.451 -1.722 -0.132

Charges computed using Löwdin, reported in e: 0.06 0.02 -0.10 -0.36 0.01 -0.08 -0.01 0.17 0.00 -0.02 -0.04 0.12 0.17 0.10 0.13 0.05 0.06 0.09 0.11 0.15 0.12 0.06 0.18

=====

Record 5
A cluster of 5 separate species, C28H33INPS in total, computed with ωB97M-V/def2-TZVPD.

Output
2S+1: 1
LUMO level, eV: 0.16
Molar mass, Da: 573.52
Kohn-Sham gap, eV: 9.31
SMILES string: S=C=N[PH3]CCCI.c1ccccc1.c1ccccc1.c1ccccc1.c1ccccc1

CARTESIAN COORDINATES (ANGSTROEM)
S 2.144 1.876 -4.011
C 1.423 0.494 -3.773
N 0.953 -0.596 -3.679
P 2.212 -2.001 -4.035
C 3.494 -3.317 -4.437
C 3.117 -4.259 -5.577
C 3.407 -3.597 -6.915
I 2.664 -4.867 -8.486
H 1.898 -1.776 -5.384
H 3.191 -1.218 -3.389
H 1.429 -2.865 -3.263
H 3.738 -3.849 -3.524
H 4.398 -2.795 -4.732
H 3.767 -5.116 -5.543
H 2.083 -4.573 -5.561
H 4.465 -3.484 -7.059
H 2.964 -2.620 -7.013
C 0.033 5.620 0.554
C -0.175 4.633 -0.400
C 0.892 4.152 -1.146
C 2.168 4.652 -0.932
C 2.377 5.636 0.024
C 1.309 6.123 0.765
H -0.800 5.997 1.133
H -1.171 4.240 -0.564
H 0.731 3.387 -1.894
H 3.000 4.272 -1.512
H 3.374 6.025 0.191
H 1.472 6.894 1.507
C -3.628 3.261 3.040
C -2.435 3.929 2.802
C -2.011 4.923 3.673
C -2.776 5.245 4.785
C -3.969 4.576 5.023
C -4.397 3.586 4.149
H -3.960 2.486 2.361
H -1.835 3.673 1.938
H -1.082 5.446 3.485
H -2.443 6.017 5.466
H -4.565 4.826 5.892
H -5.329 3.067 4.334
C 5.905 -8.379 -3.771
C 5.897 -7.327 -4.675
C 6.302 -6.062 -4.270
C 6.720 -5.851 -2.964
C 6.731 -6.904 -2.061
C 6.321 -8.168 -2.463
H 5.588 -9.365 -4.085
H 5.575 -7.492 -5.696
H 6.291 -5.239 -4.974
H 7.039 -4.865 -2.650
H 7.059 -6.741 -1.043
H 6.325 -8.988 -1.758
C -7.401 0.277 6.900
C -6.774 1.505 6.745
C -7.530 2.668 6.685
C -8.912 2.603 6.786
C -9.539 1.375 6.944
C -8.784 0.212 6.998
H -6.813 -0.630 6.945
H -5.695 1.556 6.671
H -7.041 3.625 6.558
H -9.501 3.510 6.742
H -10.617 1.325 7.025
H -9.274 -0.746 7.117

Charges computed using Löwdin, reported in e: 0.65 -0.99 -0.17 0.86 -0.42 -0.41 -0.67 0.74 0.03 0.03 0.03 0.07 0.07 0.07 0.08 0.04 0.02 -0.11 -0.10 -0.10 -0.09 -0.10 -0.10 0.09 0.10 0.06 0.09 0.10 0.10 -0.09 -0.09 -0.10 -0.09 -0.10 -0.10 0.10 0.09 0.09 0.10 0.09 0.09 -0.09 -0.10 -0.11 -0.10 -0.10 -0.09 0.10 0.10 0.10 0.10 0.10 0.10 -0.10 -0.10 -0.10 -0.10 -0.10 -0.10 0.10 0.10 0.09 0.10 0.10 0.10

=====

Record 6
A cluster of 2 separate species, C10H18N2O in total, computed with ωB97M-V/def2-TZVPD.

Output
2S+1: 1
Charge: +2
LUMO level, eV: -6.67
Relative energy (zero: lowest compared OMol25 entry of this formula, charge and spin), kJ/mol: 0.0
Molar mass, Da: 182.27
Kohn-Sham gap, eV: 9.73

CARTESIAN COORDINATES (ANGSTROEM)
C 5.485 1.700 0.322
C 4.571 -0.441 -0.693
C -1.875 0.885 -1.358
C -2.769 -0.284 -1.364
C -1.733 1.339 0.105
C -2.104 -1.362 -0.586
C 0.391 0.184 0.786
C 0.701 -1.081 0.934
C -1.092 0.289 0.994
C -1.703 -1.084 0.880
N 4.922 0.579 -0.312
N -0.508 -1.938 1.148
O 4.128 -1.476 -1.104
H 5.631 1.639 1.352
H 4.892 2.606 0.151
H -0.917 0.558 -1.900
H -2.262 1.783 -1.896
H -3.703 0.018 -0.868
H -3.094 -0.879 -2.225
H -1.237 2.273 0.107
H -2.795 1.485 0.420
H -2.617 -2.381 -0.512
H -1.124 -1.661 -1.006
H 1.080 0.967 0.669
H 6.389 1.983 -0.163
H 1.696 -1.439 0.911
H -0.933 0.663 1.953
H -2.511 -1.406 1.535
H -0.647 -2.838 0.531
H -0.470 -2.263 2.069
H 4.929 -1.982 -1.447

Charges computed using Löwdin, reported in e: 0.01 -0.13 -0.19 -0.21 -0.12 -0.16 0.02 -0.03 -0.25 -0.19 0.22 0.11 0.31 0.10 0.13 0.14 0.14 0.14 0.14 0.11 0.15 0.15 0.12 0.13 0.11 0.10 0.14 0.18 0.23 0.16 0.24